The following is a quantum chemistry calculation of a 6-piece molecular cluster, C29H47NO16P2Si overall, from OMol25.

Summary:
Structure (SMILES) ... Cc1cccc(C[Si@H]([PH2]=N)P(C)O)c1.C[C@@H]1COC(=O)O1.C[C@@H]1COC(=O)O1.C[C@@H]1COC(=O)O1.C[C@@H]1COC(=O)O1.C[C@@H]1COC(=O)O1
Multiplicity ... 1
M ... 755.7 g mol⁻¹
LUMO level ... 0.43 eV
Max |F| ... 2.5 eV/Å
HOMO level ... -7.49 eV

XYZ file:
```
96
Properties=species:S:1:pos:R:3:forces:R:3:mulliken_charge:R:1
C 4.918 -0.795 -2.527 -0.6 0.9 0.2 -1.249
C 4.210 0.529 -2.899 0.6 -1.0 0.0 1.016
C 4.741 1.759 -2.443 -1.7 0.3 -1.0 -0.916
C 4.031 2.950 -2.773 0.2 -1.5 0.0 -0.450
C 2.855 2.875 -3.562 0.5 -0.3 0.5 -0.529
C 2.351 1.629 -4.004 0.4 -0.8 -0.2 0.541
C 1.059 1.459 -4.812 0.4 0.1 0.9 -1.056
Si -0.330 1.063 -3.553 -0.6 0.1 -1.2 0.288
P 0.171 1.856 -1.512 -0.9 -0.4 1.1 0.194
N -0.999 1.450 -0.491 0.5 0.6 -0.5 -0.538
P -0.657 -1.134 -3.346 0.5 -1.8 0.7 0.374
C -1.906 -1.394 -1.965 -0.2 0.7 -0.5 -0.447
O -1.480 -1.687 -4.714 -0.1 0.9 0.5 -0.594
C 3.042 0.418 -3.684 0.4 2.4 0.7 -0.619
H 4.238 -1.301 -1.820 0.5 -0.2 -0.3 0.178
H 5.867 -0.602 -2.005 -0.3 -0.1 -0.3 0.303
H 5.075 -1.409 -3.427 0.0 0.1 0.4 0.388
H 5.662 1.776 -1.859 -0.3 0.0 -0.2 0.365
H 4.442 3.884 -2.383 -0.4 -0.1 -0.4 0.372
H 2.352 3.813 -3.813 0.0 -0.4 0.0 0.435
H 1.187 0.581 -5.463 -0.2 0.5 -0.1 0.423
H 0.798 2.372 -5.365 0.1 -0.4 0.0 0.490
H -1.611 1.659 -4.006 0.0 0.5 0.2 -0.271
H 1.440 1.300 -1.167 -0.1 0.5 -0.2 0.047
H 0.336 3.270 -1.623 0.5 -0.4 -0.2 0.073
H -1.371 2.311 -0.094 -0.1 -0.3 0.2 0.159
H -1.472 -1.232 -0.968 0.0 0.2 -0.4 0.087
H -2.308 -2.420 -1.985 0.3 0.3 -0.3 0.374
H -2.725 -0.670 -2.118 0.1 -0.4 0.3 -0.068
H -1.342 -2.640 -4.784 0.2 0.0 0.1 0.340
H 2.652 -0.546 -4.024 0.2 0.3 0.2 0.297
C 1.744 -6.211 0.293 -0.2 -0.4 -0.1 -1.504
C 1.676 -5.448 -1.007 0.1 -0.2 0.7 0.710
C 1.145 -4.047 -0.877 0.2 0.4 0.2 -0.436
O 0.581 -3.820 -2.172 -0.1 -0.4 -0.1 -0.040
C 0.224 -5.024 -2.671 0.0 0.0 0.1 0.574
O -0.444 -5.174 -3.647 0.0 0.0 -0.1 -0.580
O 0.720 -6.033 -1.911 0.0 0.3 -0.3 -0.392
H 2.107 -7.225 0.120 0.1 0.1 0.0 0.365
H 2.411 -5.716 0.999 0.0 0.1 -0.1 0.353
H 0.754 -6.302 0.743 0.0 0.2 0.0 0.373
H 2.654 -5.458 -1.499 -0.1 0.1 -0.1 0.197
H 1.926 -3.321 -0.659 -0.1 0.1 -0.2 0.218
H 0.347 -3.946 -0.136 0.1 -0.1 0.1 0.250
C -4.876 1.789 -3.298 -0.1 0.4 0.0 -1.188
C -6.195 1.105 -3.034 0.7 0.2 -0.1 0.527
C -6.454 -0.096 -3.905 0.0 -0.4 0.1 -0.445
O -7.886 -0.131 -3.948 0.0 0.2 0.0 -0.339
C -8.322 1.143 -3.765 -0.1 0.1 0.0 0.616
O -9.442 1.500 -3.927 0.0 0.0 0.0 -0.527
O -7.302 1.953 -3.375 -0.2 -0.3 0.0 -0.370
H -4.768 2.665 -2.656 0.1 -0.1 0.1 0.374
H -4.041 1.115 -3.110 0.0 0.0 0.0 0.079
H -4.819 2.147 -4.328 0.0 -0.2 0.0 0.370
H -6.280 0.851 -1.973 -0.1 -0.1 0.0 0.244
H -6.057 -1.017 -3.483 -0.2 0.0 0.0 0.295
H -6.079 0.022 -4.925 0.1 0.1 0.1 0.316
C 8.851 -1.596 1.186 -0.2 0.3 -0.2 -1.473
C 7.612 -2.345 1.614 0.7 0.3 -0.1 0.515
C 7.660 -3.827 1.348 0.1 -0.3 0.2 -0.515
O 6.273 -4.150 1.205 0.0 0.2 -0.1 -0.310
C 5.646 -3.029 0.765 -0.1 0.1 -0.1 0.563
O 4.528 -2.995 0.367 -0.1 0.0 -0.1 -0.467
O 6.470 -1.951 0.840 -0.2 -0.3 0.1 -0.295
H 8.735 -0.529 1.379 0.0 0.0 0.1 0.353
H 9.729 -1.954 1.724 -0.1 0.0 0.0 0.387
H 9.022 -1.706 0.114 0.0 -0.1 0.0 0.352
H 7.393 -2.138 2.666 -0.1 -0.1 0.0 0.252
H 8.105 -4.388 2.167 -0.2 -0.1 0.0 0.319
H 8.174 -4.082 0.418 0.0 0.1 0.0 0.306
C -3.212 1.323 3.619 -0.1 0.2 -0.3 -1.204
C -2.636 -0.066 3.711 -0.3 0.7 0.0 0.671
C -1.277 -0.131 4.354 0.1 -0.1 0.4 -0.542
O -0.717 -1.306 3.754 -0.1 0.0 -0.2 -0.346
C -1.309 -1.450 2.540 -0.1 0.1 -0.2 0.561
O -0.946 -2.212 1.702 0.1 -0.1 0.0 -0.548
O -2.362 -0.611 2.410 0.3 -0.4 0.2 -0.256
H -4.181 1.301 3.116 0.0 0.0 0.1 0.377
H -3.344 1.755 4.618 0.0 -0.4 -0.6 0.145
H -2.566 1.975 3.025 0.1 -0.1 0.0 0.329
H -3.345 -0.734 4.212 0.1 -0.1 0.0 0.206
H -1.329 -0.236 5.436 0.1 -0.2 0.0 0.297
H -0.641 0.723 4.106 -0.1 0.0 -0.1 0.329
C -4.102 6.594 5.619 -0.1 -0.2 -0.4 -1.447
C -4.245 5.420 6.557 0.1 0.7 -0.3 0.513
C -3.073 5.218 7.481 0.1 0.1 0.4 -0.503
O -3.131 3.809 7.733 -0.1 0.0 -0.2 -0.310
C -3.723 3.237 6.656 -0.1 -0.1 0.1 0.646
O -3.762 2.065 6.450 0.0 0.2 0.5 -0.614
O -4.260 4.176 5.839 0.1 -0.2 0.3 -0.310
H -4.968 6.661 4.960 0.0 0.1 0.1 0.358
H -4.014 7.528 6.174 0.0 0.0 0.1 0.380
H -3.227 6.477 4.978 0.1 0.0 0.1 0.354
H -5.182 5.497 7.115 0.1 -0.1 0.1 0.265
H -3.165 5.781 8.408 0.0 -0.2 0.1 0.308
H -2.111 5.448 7.016 -0.1 0.0 -0.1 0.305
```
Positions in Å, forces in eV/Å.



The following is a quantum chemistry calculation of C29H48BiNP3SSe as an isolated structure, from OMol25.

Summary:
Multiplicity ... 1
M ... 823.6 g mol⁻¹
Net charge ... +3
LUMO level ... -9.86 eV
Max |F| ... 2.5 eV/Å
HOMO level ... -15.14 eV

XYZ file:
```
84
Properties=species:S:1:pos:R:3:forces:R:3:mulliken_charge:R:1
Bi 0.675 0.438 0.851 -1.1 -1.8 -1.3 1.235
P -1.427 -0.492 -1.635 -0.9 -0.7 -0.8 0.740
P 1.990 -0.450 -1.540 2.0 -0.4 -1.4 0.681
P -1.478 2.079 0.864 -1.3 1.4 0.8 0.687
H 4.179 3.223 1.063 -0.3 0.2 0.3 0.288
C 3.462 3.094 1.879 -0.4 -0.7 -0.2 -0.707
C 2.615 2.043 1.809 2.0 0.9 0.4 -0.384
H 2.824 1.337 0.961 0.1 0.7 1.0 0.144
C -1.976 0.353 -3.186 0.3 0.4 0.2 -1.526
C -1.188 -2.162 -2.400 0.3 0.0 0.3 -0.658
C -3.108 -0.853 -0.976 0.1 0.1 0.3 -1.126
C 3.722 0.185 -1.579 -0.1 0.3 0.5 -1.158
C 2.400 -2.231 -1.567 -0.4 -0.2 0.7 -1.252
C 1.721 -0.289 -3.348 -0.8 0.6 -0.3 -1.133
C -0.905 3.592 1.708 0.4 0.0 -0.1 -1.168
C -2.785 1.542 2.014 0.3 -0.6 0.1 -1.380
C -2.505 2.783 -0.450 0.2 -0.1 -0.6 -1.108
H 3.520 3.781 2.733 -0.2 -0.3 -0.4 0.283
H 2.036 1.760 2.708 0.2 0.0 -0.6 0.373
H -2.766 -0.249 -3.657 0.3 0.2 0.1 0.494
H -1.134 0.454 -3.880 -0.2 0.1 0.1 0.381
H -2.373 1.347 -2.952 0.1 -0.2 -0.2 0.396
H -2.102 -2.405 -2.959 0.3 0.0 0.1 0.570
H -1.040 -2.913 -1.614 0.0 0.1 -0.3 -0.602
H -0.335 -2.175 -3.085 -0.3 -0.2 0.2 0.546
H -3.737 -1.154 -1.826 0.1 0.1 0.4 0.540
H -3.543 0.031 -0.496 -0.1 -0.3 -0.1 0.361
H -3.056 -1.681 -0.257 -0.1 0.2 -0.1 0.067
H 4.205 -0.236 -2.479 -0.2 0.2 0.5 0.500
H 4.275 -0.143 -0.686 -0.1 0.2 -0.3 0.458
H 3.704 1.285 -1.645 0.2 -0.4 0.0 0.221
H 2.971 -2.400 -2.491 -0.1 0.0 0.4 0.573
H 1.494 -2.847 -1.574 0.2 0.0 0.0 0.085
H 3.020 -2.478 -0.699 -0.1 -0.1 -0.1 0.481
H 2.599 -0.753 -3.830 -0.3 0.2 0.3 0.609
H 1.664 0.772 -3.634 0.0 -0.4 0.0 -0.008
H 0.830 -0.825 -3.692 0.3 0.3 0.1 0.343
H -1.781 4.248 1.817 0.3 -0.1 0.0 0.475
H -0.134 4.089 1.103 -0.2 0.0 0.2 0.382
H -0.504 3.363 2.704 -0.1 0.1 -0.2 0.425
H -3.453 2.401 2.137 0.1 -0.2 0.0 0.493
H -2.365 1.263 2.986 -0.2 0.0 -0.1 0.430
H -3.335 0.697 1.587 0.0 0.2 0.2 0.331
H -3.161 3.506 0.052 0.2 -0.1 -0.1 0.568
H -3.129 2.032 -0.939 0.2 0.2 0.1 0.362
H -1.891 3.302 -1.193 -0.1 -0.1 0.1 0.140
C 1.614 4.907 -2.017 0.0 1.0 -0.1 0.293
C 2.790 4.874 -1.235 -0.7 0.0 -0.4 0.004
C 3.314 6.076 -0.733 -0.2 0.2 -0.3 -0.559
C 2.691 7.307 -1.024 0.1 -0.5 -0.2 -0.497
C 1.513 7.321 -1.782 0.0 0.1 0.3 -0.623
C 0.972 6.133 -2.266 0.3 -0.1 0.1 -0.408
Se 1.009 3.482 -3.185 0.1 -0.5 0.6 0.089
H -0.450 3.541 -2.922 0.4 0.2 0.1 0.017
H 3.293 3.915 -1.082 0.0 0.4 0.0 0.206
H 4.251 6.069 -0.167 -0.4 0.0 -0.2 0.415
H 3.163 8.254 -0.737 -0.3 -0.5 0.1 0.387
H 1.017 8.270 -2.018 0.3 -0.4 0.1 0.378
H 0.097 6.143 -2.919 0.3 0.2 0.2 0.399
N -0.188 -1.495 1.583 -0.8 -0.1 0.0 -0.238
S 0.364 -3.052 1.772 -1.0 -0.5 -0.4 -0.036
C -0.278 -3.565 3.358 0.4 0.4 0.7 1.107
C 0.658 -4.091 4.269 -0.3 0.1 -0.5 -0.494
C 0.231 -4.454 5.547 -0.1 0.1 -0.1 -0.653
C -1.098 -4.244 5.935 0.5 -0.2 -0.3 -0.489
C -1.988 -3.636 5.050 0.0 0.0 -0.2 -0.822
C -1.587 -3.280 3.756 0.0 -0.2 0.5 -0.147
C -0.584 -4.092 0.588 0.2 -0.1 0.0 0.793
C -1.983 -4.092 0.547 0.0 -0.1 -0.4 -0.072
C -2.639 -4.882 -0.413 0.3 0.2 0.6 -0.701
C -1.896 -5.694 -1.268 0.3 -0.2 0.0 -0.556
C -0.499 -5.709 -1.216 0.0 0.2 0.5 -0.719
C 0.163 -4.907 -0.279 0.0 0.4 0.3 -0.364
H -1.198 -1.444 1.775 0.5 0.0 -0.1 0.055
H 1.699 -4.193 3.956 -0.3 -0.2 0.2 0.410
H 0.949 -4.896 6.233 -0.2 0.1 -0.1 0.419
H -1.429 -4.582 6.922 0.1 0.3 -0.4 0.426
H -3.010 -3.449 5.378 0.2 0.0 -0.2 0.411
H -2.299 -2.772 3.110 0.1 -0.2 0.1 0.029
H -2.564 -3.498 1.249 0.1 -0.2 -0.2 0.172
H -3.729 -4.901 -0.453 0.3 0.0 0.0 0.470
H -2.403 -6.369 -1.953 0.0 0.2 0.0 0.448
H 0.087 -6.358 -1.863 -0.2 0.1 0.1 0.476
H 1.252 -4.904 -0.198 -0.3 -0.1 -0.1 0.521
```
Positions in Å, forces in eV/Å.